[1]
The following is a DFT calculation (wB97M-V/def2-TZVPD) of C37H42F3N3OPdSbSi as an isolated structure.

```
89
Properties=species:S:1:pos:R:3:forces:R:3
Pd -0.81814 0.55816 -0.05863 -0.2191 -0.3314 -0.4118
C -2.47267 2.88687 2.02665 0.0094 0.0272 -0.0326
Si -2.18535 3.18002 0.18971 -0.2812 -0.0593 0.0650
C -3.45344 2.17653 -0.77453 -0.0301 0.1297 -0.0065
C -2.41537 4.99764 -0.15802 -0.0002 0.0063 0.0091
N -0.61424 2.54054 -0.17720 0.5992 -0.1130 0.1412
C 0.44577 2.99815 -0.95987 -0.2296 0.1023 -0.1095
C 0.30468 4.07908 -1.84101 -0.0286 0.0884 -0.0033
C 1.35915 4.56240 -2.59906 -0.0171 0.0309 -0.0250
C 2.60173 3.95003 -2.55075 -0.0652 -0.0749 0.0725
C 2.76585 2.84860 -1.72229 0.0796 0.0435 -0.0975
C 1.71676 2.40268 -0.94213 0.0124 -0.1840 0.2152
O 1.84154 1.25181 -0.16504 0.0108 0.0406 -0.1143
C 3.06489 0.90294 0.38340 0.0793 -0.0069 0.0630
C 3.47182 -0.41225 0.24062 -0.0240 -0.0454 -0.0146
C 4.63098 -0.83566 0.87897 -0.0084 0.0105 -0.0003
C 5.37253 0.05258 1.64347 -0.0024 0.0237 0.0089
C 4.95292 1.37213 1.77193 0.0162 -0.0421 -0.0020
C 3.79407 1.80414 1.14635 -0.0483 0.0726 -0.0288
H -3.37605 3.39269 2.37526 0.0078 -0.0036 -0.0296
H -1.63527 3.28281 2.60969 -0.0444 0.0159 0.0329
H -2.59780 1.82520 2.26079 0.0111 -0.0034 0.0084
H -4.44225 2.64257 -0.73581 0.0170 -0.0156 0.0029
H -3.56892 1.15844 -0.38779 0.0371 -0.0144 0.0024
H -3.16032 2.10992 -1.82642 -0.0317 -0.0075 -0.0031
H -3.34149 5.30991 0.33303 0.0244 0.0055 0.0031
H -2.52622 5.21443 -1.22111 -0.0070 0.0147 0.0190
H -1.60426 5.60992 0.23984 0.0058 -0.0100 -0.0204
H -0.66143 4.55360 -1.92664 0.0131 -0.0048 -0.0047
H 1.19559 5.41537 -3.24499 0.0042 -0.0101 0.0010
H 3.42561 4.30820 -3.15149 0.0026 -0.0004 0.0010
H 3.71627 2.33179 -1.67340 -0.0088 0.0029 0.0044
H 2.88024 -1.08974 -0.36428 0.0094 0.0098 0.0051
H 4.95707 -1.86213 0.76783 -0.0031 0.0068 -0.0002
H 6.27830 -0.27747 2.13397 -0.0063 0.0017 -0.0028
H 5.53037 2.06903 2.36496 -0.0037 -0.0015 -0.0025
H 3.45559 2.82973 1.23356 0.0161 -0.0107 0.0135
F -5.37740 -6.29931 -1.43507 -0.0106 -0.0123 -0.0046
C -4.44235 -5.35926 -1.27408 0.0331 0.0248 -0.0026
C -3.36961 -5.33303 -2.14812 0.0091 0.0012 -0.0086
C -2.40188 -4.35754 -1.97487 -0.0234 -0.0127 0.0428
C -2.52088 -3.42596 -0.94372 0.0217 -0.0374 -0.0043
C -3.60974 -3.47954 -0.07750 0.0110 0.0199 -0.0610
C -4.58336 -4.45321 -0.24049 -0.0254 0.0108 0.0329
Sb -1.04902 -1.94568 -0.73611 0.1344 0.0208 0.1758
C -1.30095 -0.74966 -2.45876 -0.0800 0.0227 -0.0130
C -2.49509 -0.73579 -3.19272 0.0352 0.0472 -0.0118
C -2.71042 0.23104 -4.15370 -0.0250 -0.0164 0.0029
C -1.73929 1.20542 -4.35773 -0.0071 -0.0157 0.0173
F -1.96825 2.14565 -5.27903 -0.0082 0.0064 -0.0114
C -0.56343 1.23997 -3.64621 0.0658 0.0285 0.0052
C -0.34460 0.24861 -2.68950 -0.0182 0.1342 0.0765
C 0.80054 -2.90127 -1.06030 -0.0309 -0.0056 -0.0407
C 1.45359 -2.82928 -2.28896 0.0027 -0.0252 0.0313
C 2.72043 -3.37464 -2.44163 -0.0039 0.0066 -0.0156
C 3.30965 -3.98870 -1.35257 -0.0080 0.0081 -0.0114
F 4.53575 -4.50698 -1.49030 0.0017 -0.0024 -0.0007
C 2.68456 -4.08301 -0.12289 -0.0183 -0.0008 0.0272
C 1.42333 -3.52634 0.01948 -0.0036 0.0205 -0.0107
H -3.30471 -6.06807 -2.93866 0.0018 0.0062 0.0047
H -1.55112 -4.33165 -2.64608 -0.0022 -0.0091 -0.0026
H -3.71177 -2.76182 0.72758 -0.0012 -0.0027 0.0045
H -5.44002 -4.51955 0.41618 0.0088 0.0006 -0.0057
H -3.25219 -1.49047 -3.01622 -0.0034 -0.0015 -0.0017
H -3.61639 0.25460 -4.74478 0.0065 -0.0013 0.0049
H 0.16464 2.02077 -3.82567 -0.0046 -0.0160 -0.0051
H 0.60575 0.24729 -2.16047 0.0356 -0.0768 -0.0617
H 0.98440 -2.34297 -3.13568 0.0024 0.0004 -0.0044
H 3.24935 -3.33040 -3.38393 0.0006 -0.0010 0.0064
H 3.18689 -4.57697 0.69784 -0.0040 0.0026 -0.0037
H 0.93412 -3.57161 0.98621 0.0157 -0.0078 -0.0003
C 1.73851 -0.13192 3.98119 0.0077 -0.0017 -0.0164
C 0.23521 -0.38966 4.04142 0.0071 -0.0250 -0.0395
C -0.04163 -1.72432 4.72412 -0.0009 0.0053 0.0034
C -0.48230 0.73597 4.78779 0.0058 0.0199 0.0307
N -0.27080 -0.56515 2.65346 0.0045 -0.0330 0.0045
N -0.07992 0.58968 1.83323 -0.0064 0.2124 0.1502
H 2.16144 -0.19072 4.98398 -0.0010 -0.0031 -0.0061
H 1.97696 0.86235 3.59528 -0.0018 -0.0021 -0.0049
H 2.23260 -0.87611 3.35248 0.0010 0.0100 0.0136
H 0.27406 -1.68354 5.76647 -0.0060 -0.0078 -0.0076
H 0.49929 -2.52975 4.22695 -0.0065 0.0062 -0.0018
H -1.10916 -1.95920 4.70845 0.0118 0.0009 0.0053
H -0.09551 0.80936 5.80471 -0.0218 -0.0011 0.0004
H -1.55607 0.54417 4.84927 0.0052 0.0053 -0.0009
H -0.33183 1.71677 4.32938 0.0149 -0.0208 -0.0170
H -1.27047 -0.73774 2.67880 -0.0276 0.0091 0.0044
H 0.91575 0.68311 1.65069 0.0350 0.0068 -0.0267
H -0.38512 1.45542 2.28119 -0.0260 0.0080 -0.0017
```
Forces are in eV/Å.

* spin multiplicity: 1
* E_HOMO (alpha / beta): -10.06 / -10.06 eV
* relative energy (zero: lowest compared OMol25 entry of this formula, charge and spin): 0.000 eV
* frontier orbital gap (alpha / beta): 6.04 / 6.04 eV
* total charge: +1

[2]
The following is a DFT calculation (wB97M-V/def2-TZVPD) of C37H42FN2P2Si2V as an isolated structure.

```
87
Properties=species:S:1:pos:R:3:forces:R:3
V 0.00801 0.25238 -0.96855 -0.0508 2.4641 0.5850
C 3.73801 1.05218 -2.65585 -0.2097 -0.7931 0.4104
Si 3.12781 -0.62442 -1.99155 0.7431 -0.0898 -1.2082
C 2.36201 -1.65342 -3.40115 0.4198 0.4556 0.6932
C 4.41611 -1.57492 -0.96515 -0.6982 0.3829 -0.3168
N 1.69611 -0.25852 -0.97845 1.1831 -1.0975 -0.2093
P 1.68001 -0.15382 0.66265 0.3225 0.2258 1.9879
C 0.08261 0.63448 0.88825 -0.2500 -1.1647 -2.4289
P -1.65579 0.23588 0.73035 -0.7486 0.6691 2.1085
N -1.67489 -0.34462 -0.80555 -1.1037 -0.6571 -0.1241
Si -2.48509 -1.73162 -1.57905 -0.2749 -0.9283 -0.5865
C -4.27439 -1.27122 -2.00845 0.9120 -0.1112 0.1409
C -2.38009 -3.27492 -0.45795 -0.1244 0.7669 -0.4008
C -1.31909 -1.92912 -3.08205 -0.5541 0.0990 0.6383
C -2.62709 1.74918 0.81415 0.0751 -0.3848 -0.1057
C -2.81119 2.40968 2.02805 0.1240 -0.1300 -0.0792
C -3.61949 3.53278 2.07415 0.0621 -0.0321 0.1315
C -4.25139 3.98468 0.92455 -0.0045 -0.1029 -0.1254
C -4.07539 3.31538 -0.27945 -0.0573 0.1051 0.0203
C -3.25139 2.20638 -0.34335 0.0242 -0.1910 -0.0355
C -2.31919 -0.91122 1.95195 0.2891 0.2602 -0.2690
C -1.50429 -1.61372 2.82685 0.1520 0.0730 -0.0761
C -2.06759 -2.49522 3.73225 0.0295 -0.0201 -0.0198
C -3.44359 -2.66082 3.77125 0.0387 0.0226 -0.0114
C -4.26219 -1.93482 2.91555 -0.0519 -0.0365 -0.0502
C -3.70389 -1.05952 2.00155 -0.0016 0.0833 -0.1023
C 3.00201 0.96778 1.16415 -0.2671 -0.3034 -0.1277
C 3.06221 2.17018 0.45775 -0.1251 -0.0627 0.0303
C 4.12801 3.02828 0.66125 -0.0582 0.0370 -0.0228
C 5.13061 2.69278 1.56165 -0.0876 -0.0782 -0.0021
C 5.05231 1.51008 2.28065 -0.0146 -0.0740 0.0688
C 3.99271 0.63758 2.08505 -0.0751 -0.1007 -0.0232
C 1.70611 -1.80782 1.39835 0.0029 0.4345 -0.0921
C 1.43601 -2.88982 0.56135 0.0982 0.2274 -0.1251
C 1.35571 -4.16522 1.09105 -0.0419 -0.0312 0.0314
C 1.52251 -4.36092 2.45475 -0.0436 0.0739 -0.0823
C 1.75321 -3.28182 3.29525 0.0142 0.1283 0.0497
C 1.84291 -2.00152 2.77455 0.1793 0.1403 -0.1713
H 4.35021 0.87568 -3.53415 0.1337 -0.0413 -0.2095
H 4.34801 1.58428 -1.93235 0.0934 0.0180 0.1245
H 2.91611 1.70568 -2.94525 -0.1493 -0.0354 -0.0283
H 3.12441 -1.84882 -4.14705 0.1708 -0.0486 -0.2044
H 1.55261 -1.11702 -3.89555 -0.0339 0.1029 -0.0259
H 1.98241 -2.61712 -3.07085 -0.0272 -0.1194 0.1147
H 5.33921 -1.66902 -1.52955 0.1336 0.0706 -0.1774
H 4.09041 -2.58232 -0.71775 -0.1234 -0.1066 -0.0103
H 4.65391 -1.06222 -0.03555 0.0597 0.1092 0.0607
H -4.83839 -0.95082 -1.13715 -0.0302 0.0353 0.1885
H -4.77039 -2.14882 -2.40945 -0.0955 -0.2365 -0.0798
H -4.34139 -0.49082 -2.76125 0.0809 0.1361 -0.0887
H -3.27609 -3.37482 0.15015 -0.0803 0.0360 0.1171
H -1.51869 -3.26132 0.21025 0.0670 0.0590 -0.0080
H -2.31279 -4.17022 -1.07075 0.0247 -0.0946 -0.1874
H -1.07839 -0.97182 -3.55395 -0.0900 0.0277 -0.0366
H -1.78259 -2.55362 -3.83905 -0.0415 -0.1087 -0.1982
H -0.38769 -2.41892 -2.79415 0.0419 -0.0405 0.0768
H -2.31679 2.04288 2.91835 -0.0640 0.0242 0.1230
H -3.77659 4.04348 3.01205 0.0368 0.0530 0.0642
H -4.89219 4.85428 0.96485 -0.0220 0.0140 0.0255
H -4.59379 3.65358 -1.16275 0.0085 0.0655 -0.1193
H -3.08439 1.68748 -1.28085 -0.1047 0.0810 0.0159
H -0.43749 -1.45662 2.80595 -0.0184 -0.0609 0.0263
H -1.42919 -3.04692 4.40595 0.0150 -0.0344 0.0789
H -3.87969 -3.34762 4.48055 -0.0602 -0.0420 0.0532
H -5.33509 -2.05252 2.96435 -0.0388 0.0103 -0.0092
H -4.32859 -0.47792 1.33815 -0.1636 0.0283 -0.0149
H 2.28171 2.40588 -0.25895 0.1553 0.1025 0.0227
H 4.18401 3.95368 0.10865 0.0014 0.0766 -0.0549
H 5.97911 3.34678 1.69775 0.0111 0.0762 0.0330
H 5.82181 1.25648 2.99335 0.0772 -0.0228 0.0375
H 3.95791 -0.29612 2.62855 0.0435 -0.0365 0.0004
H 1.30621 -2.71932 -0.50285 0.0113 -0.1575 0.0538
H 1.15931 -5.00592 0.44375 -0.0030 -0.0772 -0.0633
H 1.46221 -5.35562 2.86465 -0.0076 -0.1425 0.0561
H 1.85211 -3.43482 4.35925 0.0600 -0.0157 0.0783
H 2.00111 -1.15072 3.42465 0.0226 -0.0280 0.1185
F -0.54719 5.85358 -3.22595 -0.0283 -0.1094 0.0256
C -0.41989 4.64098 -2.69575 0.0438 -0.2436 0.0396
C -0.28159 4.51608 -1.32015 0.0330 -0.0553 -0.1469
C -0.13939 3.24838 -0.78705 0.0409 0.2750 0.3900
C -0.12459 2.11598 -1.59855 0.0666 -0.0565 0.0721
C -0.26909 2.27228 -2.97755 -0.0542 -0.2173 -0.1602
C -0.42399 3.53278 -3.53275 -0.0028 0.1529 -0.0418
H -0.27949 5.39398 -0.69235 -0.0298 0.0893 0.0163
H -0.04609 3.13938 0.29245 -0.0048 0.0664 -0.2130
H -0.27009 1.41138 -3.64835 -0.0132 0.1224 0.0420
H -0.55019 3.66608 -4.59645 0.0272 0.0393 -0.0775
```
Forces are in eV/Å.

* spin multiplicity: 1
* E_HOMO: -14.24 eV
* frontier orbital gap: 7.44 eV
* total charge: +2

Number 1: E -71610.075 eV, maximum force 0.6 eV/A. Number 2: E -104757.304 eV, maximum force 2.7 eV/A.